C13H16N2 | wB97M-V/def2-TZVPD

Summary:
LUMO level: 0.91 eV
Total energy: -16716.90293 eV
Gap between HOMO and LUMO: 0.316 Eh
SMILES: C=C[C@@]1(c2ccccc2)[C@@H](C)C=NN1C
Energy relative to the best compared isomer or geometry (same formula, charge and spin): 404.2 kJ/mol
Largest force on an atom: 4.36 eV/Å

Atoms and positions in Å:
N: 0.6233 1.5249 -0.6356
N: 1.1378 2.5049 0.1216
C: 1.6987 0.0311 2.4546
C: -3.3665 -1.2105 -1.0926
C: -3.2891 -0.6561 0.2354
C: -1.0280 -0.8930 -1.4209
C: 0.8047 1.6926 -2.1013
C: -0.8727 -0.3518 -0.1230
C: -2.0475 -0.1952 0.7257
C: 1.7671 -2.0636 -0.0544
C: 1.7785 -0.7798 -0.2822
C: 1.0938 2.1810 1.3555
C: -2.2929 -1.2511 -1.8867
C: 0.4972 0.2691 0.1996
C: 0.6814 0.7754 1.6631
H: 2.6877 0.0036 1.8199
H: -0.1529 -1.0060 -1.9822
H: 1.4817 2.8679 2.0516
H: -4.2965 -1.4574 -1.4586
H: 0.9218 -2.6486 0.4828
H: -0.3219 0.8446 2.3176
H: 1.3851 -1.0508 2.6019
H: 1.0318 0.7465 -2.6151
H: -0.0746 2.1021 -2.5538
H: -2.4430 -1.7522 -2.8444
H: 2.6568 -0.2052 -0.4056
H: 2.6871 -2.7354 -0.1358
H: -4.1882 -0.6054 0.8167
H: 1.6783 2.3795 -2.3005
H: -1.9841 0.5105 1.5268
H: 1.7451 0.4285 3.5201